16
Properties=species:S:1:pos:R:3:forces:R:3 method="wB97M-V/def2-TZVPD" largest_force_ha_per_bohr=0.086 charge=+2 de_lowest_ev=0.0000 homo_ev=-17.492
H 0.14775 -1.24889 -2.02604 0.51 -0.32 -0.54
N 0.83586 2.49721 0.47970 -0.78 4.37 -0.09
H -0.81661 -3.03912 0.64855 0.85 0.68 -0.64
H 1.82289 2.29393 0.47334 0.37 -0.04 0.14
C -0.03733 1.67607 0.02659 2.97 -2.32 0.20
C -0.39198 -0.57387 -1.40951 -0.16 2.15 1.41
H 0.64029 -2.04333 0.69945 0.78 -0.72 -0.20
H -1.64199 -0.44789 0.43235 -0.82 -0.16 -0.47
H -0.62922 -1.82579 1.65783 -0.11 0.33 1.23
H -1.08298 0.11953 -1.89055 0.09 -0.58 -0.46
H 0.56778 3.57523 0.57367 0.78 -3.05 0.13
C 0.48705 0.33379 -0.35362 -3.70 -1.53 -0.92
C -0.94189 -1.02297 -0.14613 2.32 1.92 1.53
I 2.42399 -0.28180 0.02163 -0.01 -0.04 0.07
H -1.00816 2.07207 0.08638 -1.66 -0.25 -0.65
N -0.37543 -2.08419 0.72636 -1.44 -0.44 -0.72

=====

16
Properties=species:S:1:pos:R:3:forces:R:3 method="wB97M-V/def2-TZVPD" largest_force_ha_per_bohr=0.088 charge=0 de_lowest_ev=4.1266 homo_ev="-7.240 / -7.895"
I 1.99095 -0.02838 0.01860 0.14 -0.56 0.52
H 1.38629 2.79407 0.80492 -0.71 0.09 -0.04
H -1.88112 -0.06384 -1.92212 1.05 -0.30 0.67
H 2.35255 -2.57128 1.36166 -0.04 -1.17 -0.60
C 0.33947 1.00904 0.23748 0.34 0.81 -1.90
H -0.36213 2.90914 0.16749 0.17 0.68 0.24
H -0.01444 2.33645 1.86086 0.15 0.50 -0.67
H -0.23495 -1.61091 0.34349 -2.78 -0.12 -1.80
H -1.01291 -2.32827 -1.10609 0.14 -3.00 -1.52
C -0.93961 -0.32893 -1.34750 -3.24 0.05 1.91
C 0.35368 2.40764 0.80918 0.02 -1.47 1.20
O -0.79941 0.76669 -0.42566 0.32 0.46 0.06
H -0.16418 -0.39258 -2.06868 1.16 -0.14 -0.24
C -1.18301 -1.57478 -0.44768 3.43 2.32 1.83
H -2.13577 -1.64557 0.05446 -0.13 0.30 -0.01
O 2.30459 -1.67851 1.65959 -0.03 1.54 0.37

=====

17
Properties=species:S:1:pos:R:3:forces:R:3 method="wB97M-V/def2-TZVPD" largest_force_ha_per_bohr=0.014 charge=+1 de_lowest_ev=0.0000 homo_ev=-12.559
H 1.65884 2.22543 -0.67135 0.03 -0.02 0.08
H 0.42481 -0.68276 2.45794 0.02 0.26 -0.03
H 0.63570 -2.65430 1.09644 0.08 -0.09 -0.01
P -0.01383 1.10595 0.98557 -0.25 -0.69 -0.03
O -1.45582 0.57765 0.57265 -0.20 -0.21 0.12
C 0.74529 1.74812 -1.00817 0.31 0.23 -0.50
H -0.04621 0.17262 -2.20460 -0.15 -0.04 -0.01
C 0.81698 0.58536 -1.70389 -0.13 0.12 0.41
H -0.79195 -1.81614 0.52044 -0.04 0.00 -0.03
H 0.71595 -1.73001 -0.40231 0.01 -0.03 -0.07
I -4.22595 -0.60425 -0.18840 0.05 0.03 -0.01
H 1.80566 -0.40967 1.40658 -0.04 0.09 0.06
C 0.29036 -1.75219 0.59962 -0.10 0.06 0.02
C 0.71789 -0.53558 1.40798 -0.04 0.31 -0.28
S -2.92034 1.32193 0.08568 0.40 0.12 0.11
H -0.09518 2.41809 -1.16705 -0.11 -0.07 0.09
H 1.73781 0.02976 -1.78712 0.15 -0.08 0.09

=====

19
Properties=species:S:1:pos:R:3:forces:R:3 method="wB97M-V/def2-TZVPD" multiplicity=2 largest_force_ha_per_bohr=0.123 charge=0 de_lowest_ev=0.0000 homo_ev="-4.110 / -7.829"
H -3.19474 2.14558 0.33628 0.12 -0.11 0.21
O -1.52543 0.93128 0.48399 0.40 -0.05 -0.35
C 1.31888 -1.58769 -0.07508 0.46 -0.16 -0.70
C -0.73223 -0.67232 -1.08884 1.53 0.98 -1.15
O 1.57001 1.89894 1.36483 -2.29 1.69 -0.41
H 1.52939 -1.74346 -1.14908 0.12 -0.21 0.33
H -1.03571 -1.40374 -1.85014 0.06 0.12 0.17
H -2.61971 -0.72116 -0.04036 0.10 0.08 -0.32
C -1.95336 0.01068 -0.52390 -0.31 0.16 0.05
H -2.48620 0.56368 -1.31043 0.05 -0.19 0.15
C -2.56546 1.67479 1.10359 -0.27 0.13 0.25
O -0.10501 -1.32645 0.01813 -0.34 -0.02 0.26
H 0.01394 0.09987 -1.63486 -1.58 -1.51 1.38
Mg 0.32231 0.48326 1.23548 -0.61 0.37 0.38
H 1.57639 -2.47156 0.53130 -0.61 0.08 -0.27
H -3.15950 1.00574 1.74249 0.01 0.22 -0.18
Sn 2.90494 0.63366 1.61453 5.24 0.73 3.51
H -2.09454 2.44715 1.72096 -0.09 -0.21 -0.19
O 1.94878 -0.48844 0.39560 -2.00 -2.11 -3.11

=====

14
Properties=species:S:1:pos:R:3:forces:R:3 method="wB97M-V/def2-TZVPD" largest_force_ha_per_bohr=0.018 charge=0 de_lowest_ev=0.5143 homo_ev=-9.138
H 1.88570 0.06085 -0.99953 -0.01 0.00 -0.12
C -0.33475 0.21179 -0.52943 -0.16 -0.27 0.19
H -0.55587 -0.35626 -1.45004 0.08 0.30 0.26
H 1.47222 0.86025 0.53370 -0.24 -0.23 -0.31
H 0.87931 -2.12080 -0.05465 -0.07 0.09 -0.20
H -0.74443 -0.09847 1.60662 0.02 0.01 -0.09
H -1.43408 -1.42882 0.65028 -0.13 0.04 -0.07
C 1.15760 0.08860 -0.19343 0.22 -0.25 0.40
H -0.82462 2.02384 0.25853 0.12 -0.09 -0.13
H 1.38523 -1.43564 1.47655 -0.15 0.10 -0.02
H -1.89893 1.48861 -0.84362 0.73 0.05 0.06
C -0.62783 -0.69986 0.69965 0.14 -0.18 -0.06
N -0.88950 1.53994 -0.63477 -0.91 0.11 -0.11
C 0.81531 -1.22939 0.56747 0.36 0.31 0.21

=====

14
Properties=species:S:1:pos:R:3:forces:R:3 method="wB97M-V/def2-TZVPD" largest_force_ha_per_bohr=0.075 charge=0 de_lowest_ev=6.3592 homo_ev=-7.469
H 1.54370 0.70168 -1.25742 -1.49 -0.41 -0.65
H 1.78601 -0.47783 1.85470 -1.14 -1.53 -0.80
H 1.40292 -2.08260 0.85311 -0.07 1.78 0.03
H -1.09216 0.17960 -1.71311 -1.25 0.98 2.30
H 0.30102 -0.75131 -0.77781 -0.29 -1.01 -3.73
C 1.00979 -1.07675 1.22050 -0.59 -0.94 3.55
H -2.66160 0.31981 -0.63786 2.55 1.31 0.14
C -0.60383 0.73058 0.41610 0.71 -0.59 -2.44
H 0.07323 -1.38501 1.82390 1.82 0.55 -0.12
N 1.34250 -0.25830 -0.94224 0.15 -0.20 0.20
C 0.48398 -0.14939 0.22740 1.11 1.75 2.72
H -1.57483 1.81399 -1.26251 -0.70 -1.17 0.92
C -1.55723 0.78052 -0.76417 -0.07 0.10 -3.54
H -0.45352 1.65501 0.95942 -0.76 -0.62 1.43

=====

14
Properties=species:S:1:pos:R:3:forces:R:3 method="wB97M-V/def2-TZVPD" largest_force_ha_per_bohr=0.029 charge=0 de_lowest_ev=1.1155 homo_ev=-8.593
C -1.67388 -0.60122 -0.05094 -1.09 -0.84 -0.19
H -1.72670 1.55492 0.43582 0.40 -0.24 -0.34
C -0.34442 -0.22754 0.52302 -0.10 -0.88 -0.05
H -2.51759 -0.79465 0.63185 0.63 0.09 -0.30
H 2.79720 -0.16383 -0.64181 -0.50 0.23 0.46
C -1.20189 0.79553 -0.15877 0.29 1.45 0.07
H -0.32607 -0.23437 1.59893 0.16 0.16 0.28
C 1.98004 0.16921 0.03845 0.56 0.00 -1.00
H 2.38433 0.11893 1.06002 -0.23 0.23 -0.25
N 0.86141 -0.74832 -0.08508 -0.80 0.25 0.74
H 1.71621 1.22029 -0.24370 0.22 -0.57 0.36
H -1.77611 -1.16613 -0.98140 0.37 0.00 0.33
H 0.61981 -1.05727 -1.01186 0.47 0.15 -0.34
H -0.79234 1.13444 -1.11453 -0.37 -0.04 0.23

=====

14
Properties=species:S:1:pos:R:3:forces:R:3 method="wB97M-V/def2-TZVPD" largest_force_ha_per_bohr=0.032 charge=0 de_lowest_ev=1.5376 homo_ev=-7.872
H 1.23152 -1.64500 -0.05661 -0.26 -0.41 -1.19
C -2.18617 0.11854 0.11240 0.23 0.44 -0.29
N 0.23916 0.16170 -0.31627 0.68 1.09 0.25
H -0.73043 0.72373 1.55218 0.45 0.54 -0.42
H 3.31278 -0.38351 -1.30124 0.53 -0.62 0.79
H -0.62249 -0.90646 1.21854 -0.13 -0.22 -0.39
H 2.62125 0.96860 -0.22218 0.12 0.24 -0.79
H -2.92970 -0.00066 0.89837 -0.11 -0.07 -0.08
C -0.78246 0.04354 0.69392 -0.51 -1.14 0.78
H 0.56785 1.09723 -0.53796 -0.72 0.20 0.01
C 2.58145 -0.06268 -0.57461 -0.74 0.59 -0.51
H -2.31416 1.10261 -0.34634 -0.14 0.05 0.12
H -2.34245 -0.59176 -0.69934 0.03 -0.23 0.22
C 1.35386 -0.62587 -0.42086 0.55 -0.45 1.50